a | Formula: C5H8N3
Source: the OMol25 dataset
Level of theory: wB97M-V/def2-TZVPD

Atoms and positions in Å:
C: -2.937 -0.338 0.072
C: -1.978 -1.208 -0.613
C: 2.529 0.304 0.316
C: 2.928 -0.443 -0.856
C: -0.847 0.302 0.500
N: -2.018 0.624 0.838
N: -0.746 -0.762 -0.366
N: 1.736 -0.694 -0.490
H: -3.521 0.451 -0.399
H: -2.158 -2.054 -1.146
H: 2.803 -0.152 1.330
H: 2.062 1.295 0.442
H: 3.620 -0.882 -1.612
H: -3.546 -0.896 0.718
H: -0.005 0.691 1.054
H: 0.213 -1.108 -0.593

Properties
Kohn-Sham gap	9.617	eV
HOMO energy	-14.9	eV
E_LUMO	-5.26	eV
net charge	+1

***

b | Formula: C5H8N3
Source: the OMol25 dataset
Level of theory: wB97M-V/def2-TZVPD

Atoms and positions in Å:
C: -2.138 -0.881 0.903
C: -0.932 -0.515 0.373
C: 1.149 0.234 -0.379
C: 0.747 -0.646 -1.570
C: -0.061 1.455 1.414
N: -3.162 -1.235 1.291
N: -0.037 0.370 0.468
N: 0.023 -1.740 -1.031
H: 1.924 -0.259 0.221
H: 1.511 1.215 -0.688
H: 0.207 -0.057 -2.326
H: 1.653 -1.053 -2.040
H: 0.737 1.313 2.149
H: 0.118 2.403 0.902
H: -1.017 1.499 1.934
H: -0.722 -2.104 -1.620

Properties
Kohn-Sham gap (spin up / spin down)	9.003 / 9.002	eV
HOMO energy (spin up / spin down)	-14.9 / -14.9	eV
E_LUMO (spin up / spin down)	-5.88 / -5.88	eV
net charge	+1

***

Which is most stable, and by how much? a, by 0.0088 hartree.

***

a | Formula: C33H66O33
Source: the OMol25 dataset
Level of theory: wB97M-V/def2-TZVPD

Atoms and positions in Å:
C: 5.304 12.688 11.273
O: 4.892 13.746 12.133
C: 5.533 14.937 12.193
O: 6.547 15.143 11.557
O: 4.856 15.734 13.096
C: 5.456 16.966 13.558
H: 4.843 11.736 11.538
H: 6.374 12.521 11.401
H: 5.196 12.888 10.207
H: 5.954 17.660 12.880
H: 6.261 16.702 14.245
H: 4.711 17.547 14.101
C: 13.739 28.938 6.022
O: 13.096 28.533 7.232
C: 13.746 28.305 8.297
O: 14.982 28.415 8.409
O: 12.900 27.918 9.272
C: 13.270 27.922 10.669
H: 13.935 30.006 6.114
H: 13.013 28.811 5.219
H: 14.715 28.471 5.889
H: 12.445 28.023 11.374
H: 13.961 28.732 10.901
H: 13.873 27.037 10.876
C: 7.986 26.159 9.897
O: 8.701 24.861 9.706
C: 8.922 23.923 10.640
O: 9.343 22.814 10.366
O: 8.665 24.448 11.913
C: 9.117 23.807 13.085
H: 8.717 26.953 9.736
H: 7.488 26.311 10.854
H: 7.327 26.288 9.038
H: 10.201 23.871 13.175
H: 8.961 22.738 13.228
H: 8.794 24.271 14.017
C: 2.883 24.262 16.250
O: 2.340 25.254 15.383
C: 2.006 24.906 14.149
O: 2.179 23.730 13.697
O: 1.496 25.904 13.532
C: 0.923 25.632 12.256
H: 2.101 23.531 16.452
H: 3.139 24.758 17.187
H: 3.796 23.761 15.927
H: -0.014 25.097 12.406
H: 1.465 25.001 11.552
H: 0.756 26.467 11.575
C: 6.599 21.271 1.957
O: 6.406 22.676 2.000
C: 5.867 23.246 0.904
O: 5.558 22.647 -0.101
O: 5.720 24.574 1.105
C: 6.203 25.319 2.248
H: 6.109 20.710 1.161
H: 6.297 20.823 2.904
H: 7.668 21.063 1.942
H: 5.597 26.192 2.492
H: 7.244 25.640 2.223
H: 6.070 24.695 3.132
C: 5.010 33.969 3.528
O: 5.955 33.363 4.400
C: 6.630 34.062 5.347
O: 6.489 35.242 5.572
O: 7.336 33.151 6.016
C: 8.402 33.586 6.822
H: 5.333 34.431 2.595
H: 4.688 34.854 4.076
H: 4.247 33.239 3.258
H: 9.016 32.837 7.322
H: 8.097 34.412 7.464
H: 9.113 34.021 6.120
C: 11.156 18.022 16.913
O: 10.394 16.883 16.668
C: 10.900 15.697 17.051
O: 11.957 15.518 17.598
O: 9.960 14.815 16.915
C: 10.105 13.539 17.471
H: 12.143 17.658 17.199
H: 10.660 18.452 17.783
H: 11.205 18.612 15.998
H: 10.352 13.560 18.532
H: 11.014 13.152 17.012
H: 9.344 12.784 17.272
C: 2.114 30.788 7.101
O: 2.612 31.687 8.020
C: 3.131 31.219 9.136
O: 3.270 30.018 9.448
O: 3.707 32.272 9.734
C: 4.420 32.068 10.981
H: 1.428 31.197 6.359
H: 1.565 29.956 7.542
H: 2.978 30.330 6.619
H: 5.392 31.669 10.690
H: 3.939 31.436 11.728
H: 4.591 33.044 11.435
C: 11.571 24.490 2.964
O: 11.481 23.915 1.663
C: 11.548 24.776 0.589
O: 11.678 25.988 0.561
O: 11.414 24.043 -0.528
C: 11.484 24.666 -1.843
H: 12.477 25.066 3.157
H: 11.416 23.678 3.673
H: 10.755 25.206 3.055
H: 12.474 25.115 -1.922
H: 10.647 25.321 -2.084
H: 11.397 23.885 -2.598
C: 9.662 16.583 7.368
O: 8.375 16.552 6.631
C: 7.736 15.370 6.465
O: 8.259 14.255 6.555
O: 6.404 15.639 6.145
C: 5.459 14.586 6.024
H: 10.367 17.281 6.916
H: 10.116 15.597 7.260
H: 9.522 16.898 8.402
H: 4.749 14.742 6.836
H: 5.901 13.592 6.097
H: 4.841 14.633 5.128
C: 7.171 21.474 21.446
O: 7.267 22.489 20.538
C: 8.111 23.465 20.700
O: 8.895 23.545 21.606
O: 7.921 24.316 19.721
C: 8.630 25.551 19.749
H: 6.473 20.703 21.117
H: 6.880 21.782 22.450
H: 8.146 20.997 21.551
H: 9.671 25.426 19.453
H: 8.623 26.151 20.659
H: 8.200 26.253 19.034

Properties
Kohn-Sham gap	10.629	eV
HOMO energy	-10.6	eV
E_LUMO	0.04	eV
net charge	0

***

b | Formula: C33H66O33
Source: the OMol25 dataset
Level of theory: wB97M-V/def2-TZVPD

Atoms and positions in Å:
C: 1.876 -0.669 3.977
O: 1.291 -1.956 4.157
C: -0.030 -2.119 4.041
O: -0.833 -1.224 3.953
O: -0.387 -3.392 3.985
C: 0.532 -4.448 4.235
H: 1.114 0.033 3.624
H: 2.600 -0.744 3.169
H: 2.258 -0.322 4.931
H: 0.427 -4.779 5.265
H: 1.558 -4.174 4.002
H: 0.274 -5.254 3.549
C: -4.994 2.562 1.035
O: -6.044 1.863 1.698
C: -6.160 2.044 3.011
O: -5.397 2.644 3.718
O: -7.266 1.428 3.418
C: -7.557 1.548 4.798
H: -4.625 1.882 0.270
H: -4.127 2.741 1.663
H: -5.375 3.498 0.639
H: -8.017 2.516 5.015
H: -6.665 1.379 5.393
H: -8.336 0.833 5.060
C: -1.808 2.361 5.471
O: -2.538 2.823 6.614
C: -1.951 3.773 7.318
O: -0.900 4.298 7.056
O: -2.704 4.022 8.392
C: -2.417 5.202 9.128
H: -0.999 1.714 5.807
H: -1.365 3.232 4.986
H: -2.491 1.868 4.791
H: -1.583 5.766 8.719
H: -2.257 4.930 10.169
H: -3.275 5.881 9.108
C: -0.585 4.823 0.271
O: -0.963 4.014 -0.830
C: -2.233 4.126 -1.202
O: -3.066 4.827 -0.688
O: -2.415 3.354 -2.268
C: -3.732 3.291 -2.803
H: -0.841 4.338 1.214
H: -1.051 5.804 0.217
H: 0.495 4.962 0.282
H: -3.635 3.156 -3.881
H: -4.275 4.207 -2.595
H: -4.236 2.388 -2.456
C: -5.018 -0.808 -0.240
O: -4.827 -1.331 -1.555
C: -3.927 -2.288 -1.687
O: -3.478 -2.971 -0.800
O: -3.620 -2.395 -2.976
C: -2.688 -3.396 -3.360
H: -4.063 -0.410 0.111
H: -5.313 -1.568 0.484
H: -5.780 -0.046 -0.336
H: -2.124 -2.948 -4.174
H: -3.234 -4.287 -3.669
H: -2.007 -3.723 -2.573
C: 2.639 -4.253 -2.950
O: 3.642 -4.635 -3.879
C: 3.653 -5.904 -4.265
O: 2.967 -6.799 -3.841
O: 4.570 -6.029 -5.215
C: 4.661 -7.310 -5.841
H: 1.889 -3.639 -3.447
H: 3.039 -3.683 -2.114
H: 2.144 -5.109 -2.491
H: 3.856 -7.469 -6.554
H: 4.760 -8.087 -5.087
H: 5.595 -7.287 -6.403
C: 3.849 -0.684 -2.444
O: 3.014 0.440 -2.138
C: 3.389 1.637 -2.544
O: 4.418 1.929 -3.096
O: 2.418 2.495 -2.228
C: 2.785 3.877 -2.270
H: 4.727 -0.624 -1.796
H: 4.268 -0.668 -3.451
H: 3.230 -1.540 -2.234
H: 1.940 4.423 -1.851
H: 2.861 4.197 -3.308
H: 3.650 4.040 -1.634
C: 4.145 -3.261 1.147
O: 2.791 -3.636 1.306
C: 1.900 -2.959 0.584
O: 2.188 -2.064 -0.175
O: 0.711 -3.499 0.791
C: -0.485 -2.767 0.493
H: 4.356 -2.216 1.385
H: 4.453 -3.409 0.109
H: 4.721 -3.887 1.820
H: -0.688 -2.548 -0.556
H: -0.484 -1.838 1.058
H: -1.290 -3.442 0.765
C: 1.016 -3.921 -6.159
O: 1.136 -2.656 -5.549
C: 0.427 -1.657 -6.070
O: -0.465 -1.769 -6.859
O: 0.855 -0.537 -5.518
C: 0.269 0.736 -5.693
H: 0.025 -4.373 -6.065
H: 1.653 -4.594 -5.594
H: 1.278 -3.890 -7.213
H: -0.238 0.841 -6.649
H: 1.079 1.457 -5.605
H: -0.416 0.958 -4.874
C: -1.553 1.507 1.706
O: -0.565 0.951 0.878
C: -0.884 0.562 -0.354
O: -1.964 0.660 -0.872
O: 0.179 -0.041 -0.857
C: 0.125 -0.434 -2.209
H: -1.961 0.864 2.485
H: -2.320 2.064 1.175
H: -1.059 2.317 2.259
H: -0.809 -0.887 -2.554
H: 0.891 -1.196 -2.332
H: 0.368 0.368 -2.903
C: 6.881 3.544 0.149
O: 5.557 3.871 0.589
C: 4.840 2.854 1.048
O: 5.254 1.765 1.352
O: 3.566 3.234 1.119
C: 2.641 2.266 1.568
H: 7.449 4.466 0.132
H: 6.812 3.086 -0.837
H: 7.365 2.852 0.836
H: 2.761 2.043 2.634
H: 2.638 1.286 1.088
H: 1.669 2.735 1.441

Properties
Kohn-Sham gap	11.281	eV
HOMO energy	-10.7	eV
E_LUMO	0.54	eV
net charge	0

***

Which is most stable, and by how much? b, by 0.2045 hartree.